Entry from OMol25: a 4-piece molecular cluster, C3H13O3S overall at a distorted geometry (ωB97M-V/def2-TZVPD).

Values from the calculation:
Total charge: -1
E, eV: -20300.8698
HOMO energy, eV: -3.2
Energy relative to the best compared isomer or geometry (same formula, charge and spin), kcal/mol: 19.4
Gap between HOMO and LUMO, eV: 6.7
M, g mol⁻¹: 129.20
LUMO energy, Eh: 0.1289

Last column: Mulliken charge in e.
CARTESIAN COORDINATES (ANGSTROEM)
1 H -0.621 0.009 2.657  0.29
2 C 1.320 -0.626 -2.443  -0.83
3 S 0.562 0.547 0.485  -0.61
4 C 1.810 1.163 -0.658  -0.71
5 O -2.278 -0.030 -0.896  -0.67
6 H 2.058 -1.110 -1.785  0.24
7 H -1.694 0.165 -1.639  0.30
8 O -0.535 0.194 3.595  -0.62
9 H 2.802 0.726 -0.478  0.30
10 H 0.030 0.966 3.721  0.29
11 H -1.611 0.033 -0.184  0.22
12 H 1.475 -0.986 -3.467  0.33
13 H 2.053 1.407 -2.796  0.37
14 H 1.908 2.267 -0.684  0.26
15 H -3.525 -2.531 3.376  0.30
16 H -2.619 -1.332 3.578  0.33
17 C 1.357 0.855 -2.152  -0.52
18 O -3.214 -1.919 4.047  -0.65
19 H 0.346 1.264 -2.174  0.19
20 H 0.377 -1.062 -2.101  0.19